No. 1
A structure of composition C19H40BInNO33S7 at a distorted geometry. Source: the OMol25 dataset; level of theory: ωB97M-V/def2-TZVPD.

Strongest force on any atom (eV/A): 1.241
E_tot (eV): -171098.9268
Net charge: -1

```
102
C19H40BInNO33S7 (ωB97M-V/def2-TZVPD)
C 3.341 -3.453 4.612
C 3.799 -2.045 4.150
B 2.656 -1.050 4.611
O 2.791 -0.442 5.865
In 0.861 -0.745 3.176
C -0.267 -2.665 3.134
O -1.701 -2.491 3.303
C -2.251 -3.113 4.353
C -3.297 -2.285 5.061
O -1.962 -4.233 4.716
O -0.378 0.853 4.036
N 0.054 1.115 5.265
O -0.466 0.407 6.088
H 4.181 -4.132 4.752
H 2.805 -3.403 5.567
H 2.632 -3.884 3.906
H 4.769 -1.797 4.593
H 3.882 -2.065 3.061
H 2.336 -0.933 6.554
H 1.464 -0.235 1.590
H -0.085 -3.127 2.160
H 0.152 -3.350 3.869
H -2.839 -1.773 5.906
H -4.082 -2.955 5.409
H -3.740 -1.560 4.386
C 0.384 -3.744 -2.935
C -0.527 -3.134 -1.894
O -0.261 -3.884 -0.689
S 1.274 -4.291 -0.670
O 1.985 -3.306 0.066
O 1.390 -5.679 -0.404
O 1.591 -4.011 -2.212
H -0.015 -4.680 -3.331
H 0.600 -3.060 -3.752
H -1.578 -3.207 -2.156
H -0.261 -2.096 -1.704
C 5.207 -2.128 -1.847
C 4.148 -1.119 -1.473
O 4.899 0.084 -1.195
S 6.175 0.153 -2.133
O 5.900 0.979 -3.260
O 7.320 0.400 -1.331
O 6.163 -1.365 -2.613
H 5.708 -2.533 -0.967
H 4.818 -2.943 -2.451
H 3.567 -1.408 -0.602
H 3.474 -0.915 -2.309
C 2.233 2.424 -1.915
C 2.533 2.557 -3.395
O 1.872 1.429 -3.987
S 0.551 1.093 -3.173
O -0.590 1.647 -3.810
O 0.605 -0.290 -2.845
O 0.874 1.953 -1.878
H 2.870 1.677 -1.439
H 2.308 3.363 -1.375
H 3.595 2.513 -3.619
H 2.103 3.469 -3.816
C -1.284 4.285 3.855
C 0.220 4.298 3.959
O 0.629 5.362 3.068
S -0.464 6.511 3.072
O -0.077 7.556 3.956
O -0.807 6.811 1.725
O -1.636 5.687 3.761
H -1.621 3.779 2.951
H -1.763 3.838 4.720
H 0.667 3.357 3.659
H 0.552 4.552 4.966
C -5.727 -3.229 0.238
C -6.749 -2.246 0.766
O -5.993 -1.361 1.603
S -4.527 -1.170 1.007
O -4.497 0.026 0.233
O -3.582 -1.410 2.029
O -4.568 -2.412 -0.004
H -5.471 -3.994 0.973
H -6.037 -3.704 -0.689
H -7.534 -2.716 1.351
H -7.196 -1.662 -0.036
C 5.751 2.256 -8.167
C 4.794 3.396 -7.882
O 3.499 2.789 -7.970
S 3.569 1.275 -7.455
O 3.160 1.211 -6.100
O 2.979 0.444 -8.441
O 5.159 1.131 -7.508
H 5.813 2.041 -9.236
H 6.748 2.427 -7.770
H 4.867 4.205 -8.603
H 4.928 3.790 -6.873
C -6.625 2.506 0.839
C -6.317 2.351 -0.635
O -7.183 1.282 -1.049
S -8.539 1.319 -0.224
O -9.560 1.955 -0.977
O -8.725 0.018 0.316
O -8.054 2.304 0.925
H -6.131 1.737 1.434
H -6.374 3.489 1.226
H -5.283 2.078 -0.826
H -6.578 3.247 -1.200
```



No. 2
A structure of composition C19H40BrClF6NO8P4 at a distorted geometry. Source: the OMol25 dataset; level of theory: ωB97M-V/def2-TZVPD.

Strongest force on any atom (eV/A): 4.931
E_tot (eV): -174245.3711
Net charge: -1

```
80
C19H40BrClF6NO8P4 (ωB97M-V/def2-TZVPD)
C -0.527 0.590 4.868
C -1.886 -0.154 4.410
F -2.609 -0.298 5.654
C -2.558 0.732 3.331
P -3.275 -0.048 1.739
O -1.962 -1.145 1.375
C -0.626 -0.798 1.528
C 0.342 -1.032 0.255
C 0.693 -2.559 0.022
C 1.737 -0.265 0.502
C 1.588 1.320 0.403
C 2.485 -0.697 1.837
P -2.202 1.249 0.272
O -2.325 0.553 -1.311
Br -3.172 3.270 -0.011
C -4.090 -1.646 2.582
F -3.070 -2.634 2.784
F -4.920 -2.359 1.685
C -4.836 -1.522 3.930
F -5.211 -0.308 4.464
F -6.024 -2.305 3.873
O -4.148 -0.586 0.296
C -5.269 0.235 -0.081
F -5.201 0.931 -1.304
C -5.781 0.917 1.250
P -7.345 0.063 1.981
O -7.586 -1.361 1.494
P -6.519 2.713 1.308
O -5.449 3.674 2.271
Cl -6.584 3.604 -0.604
O -4.610 1.049 2.060
H -0.793 1.472 5.512
H 0.181 -0.140 5.378
H 0.052 0.976 3.971
H -1.539 -1.185 4.141
H -1.800 1.503 2.967
H -3.367 1.359 3.823
H -0.190 -1.572 2.267
H -0.278 0.172 1.971
H -0.067 -0.582 -0.692
H -0.127 -3.155 -0.469
H 1.569 -2.579 -0.710
H 1.083 -3.029 0.976
H 2.404 -0.580 -0.361
H 0.616 1.611 -0.102
H 2.492 1.830 -0.032
H 1.496 1.694 1.477
H 2.809 0.241 2.394
H 1.870 -1.291 2.567
H 3.373 -1.343 1.564
H -2.105 -0.392 -1.269
H -4.231 -2.048 4.735
H -6.006 -0.593 -0.344
H -7.432 0.251 3.401
H -8.470 0.816 1.463
H -5.273 4.435 1.676
C 5.390 1.820 -6.349
O 5.123 0.429 -6.279
C 6.283 -0.353 -6.003
C 6.179 -0.991 -4.622
N 6.312 0.013 -3.566
C 5.984 -0.490 -2.231
C 4.534 -0.920 -1.976
O 3.601 0.151 -2.011
C 3.104 0.462 -3.303
H 4.481 2.321 -6.682
H 5.662 2.217 -5.367
H 6.186 2.030 -7.069
H 7.207 0.227 -6.108
H 6.308 -1.152 -6.752
H 6.972 -1.737 -4.508
H 5.212 -1.502 -4.563
H 5.696 0.790 -3.773
H 6.222 0.314 -1.529
H 6.654 -1.323 -1.992
H 4.492 -1.315 -0.955
H 4.215 -1.741 -2.628
H 3.045 -0.417 -3.951
H 3.715 1.238 -3.769
H 2.098 0.870 -3.185
```